67
Properties=species:S:1:pos:R:3:forces:R:3:lowdin_charge:R:1 method="wB97M-V/def2-TZVPD" spin_multiplicity=2 s_squared=0.760
V 0.2302 -0.5977 0.9823 -0.1843 0.1542 -0.2202 0.811
C -1.4060 -2.8396 2.4696 -0.0112 0.0036 0.0025 -0.095
N -1.3047 -2.3427 1.0958 0.2040 0.1158 0.0474 -0.324
C -0.9740 -3.4620 0.2080 -0.0054 -0.0092 -0.0049 -0.087
C -2.6026 -1.7514 0.7045 0.0097 0.0463 0.0396 -0.157
C -2.7715 -0.4136 1.3808 0.0493 -0.1466 -0.0432 -0.255
C -4.0184 0.0215 1.8084 0.0194 0.0472 -0.0402 -0.059
C -4.1516 1.2705 2.4049 0.0209 0.0120 0.0096 -0.109
C -3.0245 2.0617 2.5748 -0.0682 0.0026 0.0156 -0.119
C -1.7811 1.5955 2.1546 0.0237 0.0169 -0.0106 -0.157
C -1.5984 0.3444 1.5495 0.1834 0.0032 0.0858 -0.168
H -2.1528 -3.6426 2.5360 -0.0010 0.0004 -0.0113 0.094
H -1.7031 -2.0295 3.1327 -0.0083 -0.0054 -0.0004 0.081
H -0.4427 -3.2321 2.7972 -0.0016 -0.0067 -0.0067 0.078
H -1.7366 -4.2510 0.2745 -0.0010 -0.0035 -0.0196 0.092
H -0.0125 -3.8847 0.5032 0.0035 -0.0055 0.0180 0.082
H -0.9133 -3.0996 -0.8156 -0.0205 -0.0314 0.0237 0.065
H -3.4189 -2.4453 0.9556 -0.0148 0.0147 -0.0181 0.125
H -2.5816 -1.6299 -0.3798 0.0154 0.0044 0.0116 0.111
H -4.8888 -0.6152 1.6812 -0.0086 0.0189 -0.0085 0.104
H -5.1226 1.6168 2.7371 0.0060 0.0039 0.0002 0.092
H -3.1113 3.0394 3.0360 -0.0139 -0.0091 0.0016 0.091
H -0.9230 2.2480 2.3240 -0.0022 -0.0113 -0.0012 0.081
C 3.0717 -2.2371 5.5708 0.0165 -0.0004 -0.0045 -0.007
N 2.0375 -1.5789 4.7935 0.0251 0.0273 -0.1220 -0.123
C 0.9722 -0.8637 5.2857 -0.0525 0.0087 0.0244 -0.041
C 0.2701 -0.4273 4.2047 -0.0412 0.0543 0.0320 -0.106
N 0.8931 -0.8580 3.0615 0.1189 -0.2077 -0.1974 -0.023
C 1.9510 -1.5411 3.4494 -0.0580 0.0635 0.1226 -0.138
H 2.8520 -2.1018 6.6259 0.0001 -0.0023 0.0034 0.091
H 4.0451 -1.7997 5.3557 0.0069 -0.0134 0.0088 0.095
H 3.0918 -3.3028 5.3509 0.0110 0.0022 0.0016 0.095
H 0.8175 -0.7378 6.3430 -0.0130 0.0016 -0.0143 0.120
H -0.6340 0.1560 4.1504 0.0090 -0.0031 0.0365 0.106
H 2.6680 -2.0159 2.7988 -0.0024 -0.0127 0.0147 0.143
C 2.0734 2.4342 -1.0688 0.0182 0.0215 0.0089 -0.059
C 2.7012 1.8630 0.1832 -0.0142 -0.1104 -0.0801 -0.261
O 1.7512 1.1510 0.9966 -0.3147 -0.0556 0.0474 -0.160
H 2.8289 2.9486 -1.6649 0.0037 0.0059 0.0104 0.085
H 1.2993 3.1639 -0.8153 -0.0045 -0.0155 0.0003 0.089
H 1.6241 1.6490 -1.6733 0.0028 0.0127 0.0136 0.055
H 3.1429 2.6512 0.7978 0.0115 0.0012 0.0086 0.111
H 3.4878 1.1498 -0.0637 -0.0195 -0.0346 0.0007 0.116
H 0.8877 1.5890 0.9064 0.0618 0.2200 0.0617 0.058
C 1.2786 3.0331 -6.2718 0.0106 0.0287 -0.0302 -0.057
C 0.8630 2.0805 -5.1841 0.0044 -0.0164 0.0180 -0.272
C 1.6413 0.9742 -4.8682 -0.0152 -0.0107 0.0030 -0.014
C 1.2585 0.0751 -3.8781 -0.0338 0.0061 -0.0332 -0.221
C 2.1344 -1.0960 -3.5223 0.0039 -0.0107 0.0126 -0.027
C 0.0596 0.2909 -3.2046 0.0166 -0.0158 -0.0103 -0.092
C -0.7438 1.3928 -3.5000 0.0156 -0.0219 0.0075 -0.204
C -2.0276 1.6180 -2.7480 -0.0144 0.0190 0.0142 -0.019
C -0.3243 2.2763 -4.4865 0.0018 -0.0038 0.0030 -0.009
C -0.3627 -0.6320 -2.0881 -0.2154 0.2108 -0.0856 -0.582
O -1.2510 -1.4519 -2.2564 0.0733 -0.0426 -0.0696 0.061
O 0.2737 -0.4153 -0.9825 0.1867 -0.3181 0.3158 -0.137
H 2.3488 2.9667 -6.4686 -0.0040 -0.0038 0.0036 0.072
H 1.0453 4.0646 -6.0045 -0.0020 -0.0058 0.0002 0.075
H 0.7567 2.8119 -7.2057 0.0003 -0.0025 0.0067 0.081
H 2.5720 0.8064 -5.4010 0.0002 0.0092 -0.0036 0.113
H 2.9197 -1.2359 -4.2646 0.0032 0.0017 0.0052 0.075
H 1.5541 -2.0183 -3.4572 -0.0028 0.0093 -0.0054 0.088
H 2.6035 -0.9434 -2.5474 0.0068 -0.0020 0.0006 0.079
H -1.8709 1.5575 -1.6678 -0.0032 0.0044 0.0041 0.083
H -2.7639 0.8542 -3.0025 0.0045 -0.0050 -0.0047 0.090
H -2.4475 2.5966 -2.9793 -0.0021 -0.0059 -0.0001 0.076
H -0.9394 3.1413 -4.7146 0.0053 -0.0030 0.0001 0.116



69
Properties=species:S:1:pos:R:3:forces:R:3:lowdin_charge:R:1 method="wB97M-V/def2-TZVPD" smiles="Cc1cc(NC(=O)CCC(=O)N(CCC(C)C)[C@H](C(=O)NC2CCCC2)c2cccnc2)no1"
C -7.4675 -0.5367 1.1742 0.1826 -0.1716 -0.0328 0.000
C -6.2946 -0.4479 0.2715 0.3959 0.6728 -0.2932 -0.320
C -5.5442 0.6073 -0.1559 -0.2770 -0.4607 0.0461 0.051
C -4.5515 -0.0019 -0.9654 -0.9312 -0.4089 0.4917 -0.312
N -4.7187 -1.3039 -1.0143 1.0294 0.2947 -0.8057 0.105
O -5.8025 -1.5856 -0.2474 -0.6338 0.0740 0.5422 -0.020
N -3.5062 0.5783 -1.6483 0.0420 -0.4905 -0.2317 0.166
C -3.2018 1.9038 -1.6650 0.2805 -0.1042 -0.4742 -0.467
O -3.8756 2.7665 -1.1476 -0.1348 0.2461 0.2067 0.079
C -1.8989 2.2173 -2.3910 0.0519 0.0289 0.2086 -0.084
H -1.6541 1.4387 -3.1124 0.0123 0.0643 -0.0164 0.118
H -2.0196 3.1707 -2.9061 -0.0669 -0.0812 0.0373 0.126
C -0.7779 2.3504 -1.3536 -0.2116 -0.0869 -0.1827 -0.074
C -0.4596 1.0019 -0.7313 0.1199 0.3411 -0.0813 -0.413
O -0.8518 -0.0365 -1.2582 0.0022 -0.0491 -0.2680 0.032
N 0.2332 0.9885 0.4234 -0.1540 -0.2493 0.2588 -0.002
C 1.0091 2.1071 0.9221 0.4364 0.2283 -0.1099 -0.134
H 0.9793 2.0795 2.0135 -0.0892 0.0518 -0.0683 0.127
H 0.5618 3.0468 0.5985 -0.0176 -0.0337 0.0602 0.118
C 2.4590 2.0315 0.4317 -0.1174 0.4104 0.1371 -0.154
H 2.4460 1.9180 -0.6562 -0.0126 -0.0662 -0.0500 0.120
H 2.9368 1.1457 0.8536 0.0476 -0.0854 -0.0369 0.112
C 3.2887 3.2675 0.7930 0.1363 -0.2481 -0.0079 -0.436
C 3.4618 3.4048 2.3037 -0.1254 0.1162 -0.2520 -0.072
H 3.8878 2.4938 2.7177 0.0632 -0.1328 0.0919 0.088
H 4.1327 4.2300 2.5303 0.0563 0.0824 0.0905 0.077
H 2.5126 3.6006 2.7956 -0.0794 0.0099 0.1536 0.070
C 4.6559 3.1729 0.1181 -0.2731 0.1381 0.0353 -0.079
H 5.2561 4.0501 0.3468 0.1203 0.0741 0.0061 0.076
H 5.1875 2.2914 0.4691 0.1044 -0.1247 0.0371 0.083
H 4.5509 3.1029 -0.9624 0.0427 -0.0281 -0.1298 0.075
H 2.7737 4.1590 0.4152 -0.0068 -0.0070 -0.0107 0.135
C 0.3922 -0.2755 1.1490 0.0475 -0.1766 0.0458 -0.123
C -0.9292 -1.0008 1.2739 -0.2347 -0.2141 0.1848 -0.149
C -1.0572 -2.3772 1.1390 -0.0585 0.1582 0.1453 -0.004
C -2.2973 -2.9611 1.3394 0.0120 0.0907 0.0612 -0.036
C -3.3641 -2.1495 1.6873 0.0611 -0.3529 -0.0204 -0.154
N -3.2546 -0.8389 1.8261 -0.3920 0.2189 0.2341 0.086
C -2.0754 -0.2866 1.6203 0.3765 -0.0362 -0.0166 -0.094
H -2.0420 0.7894 1.7442 0.1057 0.1276 -0.0136 0.126
H -4.3478 -2.5610 1.8662 -0.0493 -0.1226 -0.0375 0.104
H -2.4289 -4.0261 1.2331 -0.0340 -0.1005 -0.0050 0.105
H -0.2028 -2.9883 0.8890 0.0528 -0.0552 -0.0394 0.113
H 0.7135 -0.0087 2.1645 0.0623 -0.0406 -0.2748 0.163
C 1.5438 -1.1367 0.5778 -0.5958 0.2933 0.0213 -0.466
O 2.5445 -1.3319 1.2406 0.4698 -0.1458 0.2007 0.071
N 1.3227 -1.5911 -0.6606 -0.2394 -0.0655 -0.3681 0.122
H 0.4408 -1.3274 -1.0905 0.1090 0.0270 0.1361 0.111
C 2.2658 -2.3771 -1.4354 0.1627 -0.0268 0.1561 -0.265
C 2.6125 -3.7209 -0.7636 -0.0180 -0.1128 -0.1245 -0.144
H 1.9729 -4.5299 -1.1142 -0.0685 -0.0272 0.0290 0.110
C 4.0881 -3.9403 -1.0805 -0.0224 0.0250 0.1365 -0.191
H 4.5557 -4.6515 -0.4020 0.0368 -0.0926 -0.0380 0.108
H 4.2067 -4.3038 -2.1033 0.0480 -0.0626 -0.0515 0.112
C 4.6623 -2.5337 -0.9499 0.1033 0.0050 -0.1286 -0.194
H 4.7134 -2.2619 0.1040 0.0429 0.0119 0.0197 0.104
H 5.6522 -2.4340 -1.3926 0.0736 0.0153 0.0316 0.105
C 3.6201 -1.6603 -1.6485 0.0967 0.0108 0.0573 -0.132
H 3.8349 -1.5893 -2.7154 0.0132 0.0278 -0.0375 0.109
H 3.5961 -0.6523 -1.2381 -0.0284 0.0750 -0.0662 0.100
H 2.4917 -3.6171 0.3142 -0.0369 -0.0219 0.0094 0.107
H 1.7806 -2.5522 -2.3986 0.0280 0.0294 0.0986 0.147
H -1.1047 3.0517 -0.5840 0.1141 0.0454 -0.0233 0.124
H 0.1231 2.7466 -1.8286 0.0283 0.0512 0.0877 0.131
H -2.8211 -0.0801 -2.0010 0.0091 0.2518 0.0628 0.136
H -5.6498 1.6477 0.0575 -0.0804 0.1905 0.0913 0.106
H -8.0503 0.3781 1.1191 -0.0471 0.0189 0.0028 0.086
H -7.1316 -0.6738 2.2018 -0.0371 -0.0159 0.0735 0.088
H -8.0853 -1.3871 0.8967 -0.1041 -0.0083 0.0074 0.086



69
Properties=species:S:1:pos:R:3:forces:R:3:lowdin_charge:R:1 method="wB97M-V/def2-TZVPD" smiles="CCOC(=O)N1CCC(Nc2c(NCCN3CCN(Cc4ccccc4)CC3)c(=O)c2=O)CC1"
C 4.4789 -4.3802 0.8034 -0.1959 0.2755 0.2587 -0.064
C 4.1036 -3.8401 2.1762 0.5080 -0.2315 -0.0585 -0.212
H 4.9730 -3.3537 2.6304 -0.1569 -0.1145 0.0073 0.124
H 3.7465 -4.6411 2.8278 0.0602 0.1157 -0.0446 0.123
O 3.0242 -2.9070 2.1371 -0.2520 0.2311 -0.0727 -0.030
C 3.3491 -1.6486 1.7524 -0.1070 -0.0794 0.0563 -0.556
O 4.4559 -1.3300 1.3838 0.4344 -0.0660 -0.0518 0.089
N 2.2962 -0.7965 1.8128 -0.0975 -0.0390 -0.0183 -0.024
C 1.0244 -1.1585 2.4014 -0.3307 -0.2664 -0.0516 -0.127
H 0.8990 -2.2367 2.3150 -0.0346 0.1447 0.0895 0.113
C -0.1211 -0.4319 1.6955 0.1628 0.1726 0.3034 -0.108
H -1.0614 -0.6832 2.1876 -0.0403 0.0057 0.0096 0.124
H -0.1763 -0.7571 0.6541 -0.0270 -0.0642 -0.1130 0.101
C 0.1376 1.0716 1.7684 0.2478 -0.2898 -0.1210 -0.318
N -0.9909 1.8474 1.2951 -0.1745 0.1624 0.0646 0.121
C -1.2634 3.0168 1.8981 -0.3276 0.0590 -0.3942 -0.100
C -2.1958 4.0446 1.7343 0.0179 -0.3817 0.0393 -0.121
N -3.2862 4.2476 0.9703 0.0946 0.4168 0.2823 0.053
H -3.6588 5.1842 0.9692 0.0035 -0.0465 0.0488 0.151
C -3.6793 3.3352 -0.0713 0.1434 -0.0663 -0.2746 -0.155
H -3.6844 2.3304 0.3600 -0.1266 0.0265 -0.0966 0.120
H -4.6953 3.5867 -0.3775 0.0330 -0.0815 0.0907 0.123
C -2.7197 3.3476 -1.2820 -0.0852 -0.0171 0.0948 -0.170
N -2.1362 2.0335 -1.5069 0.0239 -0.0044 -0.1785 -0.207
C -3.1129 1.1135 -2.0761 -0.0416 -0.3180 0.0772 -0.165
C -2.4926 -0.2677 -2.2471 -0.2125 0.2139 -0.0170 -0.174
N -1.3718 -0.1677 -3.1577 -0.0446 0.0563 -0.0522 -0.151
C -0.3800 0.7276 -2.6008 -0.0614 0.2944 -0.0202 -0.178
C -0.9915 2.1107 -2.4055 0.2631 -0.1404 -0.0407 -0.167
H -0.2461 2.7795 -1.9672 -0.0234 0.0130 -0.0164 0.124
H -1.2891 2.5106 -3.3884 0.0272 0.0259 0.0398 0.131
H 0.4580 0.8036 -3.2967 0.0556 -0.0094 0.0509 0.130
H -0.0005 0.3629 -1.6303 0.0343 0.0398 -0.0816 0.099
C -0.8326 -1.4571 -3.5756 -0.0122 0.0267 -0.0011 -0.144
C -0.2426 -2.2633 -2.4458 -0.0071 -0.0189 -0.0601 -0.223
C 1.0860 -2.0885 -2.0763 -0.0533 -0.0533 -0.0347 -0.043
C 1.6091 -2.7558 -0.9839 0.0799 0.0260 0.0494 -0.069
C 0.8090 -3.6109 -0.2452 0.0050 -0.0702 0.0647 -0.092
C -0.5127 -3.8009 -0.6100 -0.0673 -0.0567 0.0699 -0.074
C -1.0345 -3.1304 -1.7025 0.0373 0.0248 -0.0591 -0.053
H -2.0655 -3.2881 -1.9870 -0.1130 -0.0078 -0.0381 0.111
H -1.1401 -4.4733 -0.0430 -0.0423 -0.0617 0.0481 0.104
H 1.2153 -4.1270 0.6113 0.0538 -0.0366 0.0753 0.096
H 2.6408 -2.6021 -0.7097 0.1465 -0.0063 0.0362 0.096
H 1.7196 -1.4310 -2.6547 0.0659 0.0830 -0.0686 0.114
H -0.0700 -1.2552 -4.3328 -0.0427 -0.0767 -0.0035 0.125
H -1.6504 -2.0083 -4.0479 0.0814 -0.0189 -0.0284 0.124
H -3.2351 -0.9444 -2.6751 -0.0112 -0.0367 0.0480 0.127
H -2.1931 -0.6531 -1.2562 -0.0673 -0.0096 -0.0627 0.122
H -3.9757 1.0459 -1.4114 -0.0264 0.0034 -0.0085 0.119
H -3.4564 1.4733 -3.0601 -0.0223 0.0201 0.0502 0.131
H -3.2397 3.7105 -2.1834 0.0778 -0.0084 0.0046 0.123
H -1.9030 4.0423 -1.0675 -0.0713 -0.0055 -0.0292 0.126
C -1.6097 4.8453 2.8161 -0.1510 0.7339 0.0045 -0.294
O -1.8055 5.9600 3.2430 -0.0312 -0.3549 -0.0721 0.087
C -0.6489 3.6990 3.0545 0.5344 -0.2619 0.5085 -0.279
O 0.2158 3.4107 3.8518 -0.2050 0.1525 -0.2290 0.085
H -1.3494 1.6802 0.3532 -0.0715 0.0240 0.0187 0.111
C 1.4415 1.3641 1.0189 -0.0643 -0.0427 0.4506 -0.101
H 1.6522 2.4341 1.0332 0.0027 0.0521 -0.0068 0.125
C 2.5740 0.6257 1.7228 0.2650 0.2188 -0.3151 -0.119
H 3.5169 0.7398 1.1858 -0.1249 0.0420 0.1446 0.126
H 2.6938 1.0417 2.7322 0.0350 0.0036 -0.0324 0.142
H 1.3634 1.0344 -0.0188 -0.0157 -0.0112 -0.0795 0.105
H 0.2826 1.3515 2.8167 0.0160 -0.0465 -0.1001 0.137
H 1.0180 -0.8868 3.4663 -0.0307 -0.0634 -0.0110 0.138
H 4.8581 -3.5730 0.1823 0.0421 0.0075 -0.0658 0.072
H 5.2576 -5.1294 0.9157 0.0770 -0.1129 -0.0131 0.078
H 3.6184 -4.8340 0.3175 -0.0595 -0.0945 -0.0641 0.067



Quick rundown of calculated total energy, same order as above: -62793.2984 -42134.6902 -42133.9196 eV
Quick rundown of energy above the lowest of the compared OMol25 structures with the same formula, charge and spin, same order as above: 10.2 60.4 78.2 kcal/mol